The following is a quantum chemistry calculation of a structure of composition C28H33BO2 at a distorted geometry, from the Open Molecules 2025 dataset.

Last column: Mulliken charge in e.
Atoms and positions in Å:
C1 -3.618 -1.052 0.175  -1.86
C2 -2.681 -2.259 0.180  1.41
C3 -3.377 -3.444 -0.484  -1.91
O1 -1.504 -1.935 -0.513  -0.70
B1 -0.626 -1.359 0.492  1.76
C4 0.809 -2.199 0.565  0.47
C5 1.567 -2.156 1.728  -0.74
C6 2.782 -2.865 1.806  -0.76
C7 3.221 -3.629 0.712  -0.45
C8 2.417 -3.722 -0.430  -0.93
C9 1.194 -3.017 -0.489  -0.38
C10 -0.258 0.140 -0.134  1.04
C11 0.205 0.078 -1.557  -0.90
C12 -0.425 1.246 0.584  -1.75
O2 -1.166 -1.520 1.826  -0.86
C13 -2.146 -2.531 1.680  1.77
C14 -3.201 -2.370 2.764  -1.87
C15 -1.568 -3.944 1.781  -1.89
H1 -4.582 -1.321 0.624  0.42
H2 -3.176 -0.213 0.730  0.24
H3 -3.790 -0.735 -0.861  0.40
H4 -4.276 -3.718 0.086  0.32
H5 -3.689 -3.161 -1.497  0.44
H6 -2.724 -4.320 -0.556  0.39
H7 1.237 -1.577 2.588  0.38
H8 3.373 -2.804 2.719  0.39
H9 4.181 -4.147 0.753  0.39
H10 2.724 -4.332 -1.285  0.38
H11 0.577 -3.109 -1.381  0.37
H12 0.611 -0.911 -1.769  0.18
H13 -0.658 0.247 -2.233  0.13
H14 0.983 0.825 -1.823  0.28
H15 0.519 2.015 0.540  0.35
H16 -0.896 1.283 1.595  0.62
H17 -4.012 -3.099 2.612  0.31
H18 -2.749 -2.571 3.742  0.48
H19 -3.617 -1.361 2.768  0.36
H20 -2.387 -4.682 1.769  0.41
H21 -0.876 -4.173 0.960  0.27
H22 -1.033 -4.060 2.731  0.44
C16 0.331 3.099 0.023  0.42
C17 1.730 3.501 0.413  -0.05
C18 1.930 4.687 1.099  -0.45
C19 3.222 5.028 1.478  -0.67
C20 4.296 4.183 1.203  -0.50
C21 4.084 2.983 0.533  -0.87
C22 2.791 2.602 0.171  0.18
C23 0.068 3.093 -1.460  0.05
C24 -1.257 3.084 -1.936  -0.36
C25 -1.496 2.931 -3.307  -0.62
C26 -0.435 2.820 -4.215  -0.55
C27 0.870 2.972 -3.757  -0.55
C28 1.123 3.158 -2.396  -0.13
H23 -0.511 3.603 0.571  0.69
H24 1.055 5.328 1.288  0.41
H25 3.364 5.956 2.009  0.40
H26 5.296 4.462 1.502  0.40
H27 4.905 2.313 0.297  0.42
H28 2.627 1.653 -0.369  0.35
H29 -2.083 3.197 -1.222  0.38
H30 -2.525 2.872 -3.663  0.37
H31 -0.612 2.650 -5.276  0.40
H32 1.719 2.943 -4.436  0.41
H33 2.142 3.342 -2.045  0.44

frontier orbital gap = 0.263 hartree
total charge = 0
highest occupied orbital energy = -7.7 eV


The following is a quantum chemistry calculation of an isolated molecule of C2H2N2O2S at a distorted geometry, from the Open Molecules 2025 dataset.

Last column: Mulliken charge in e.
Atoms and positions in Å:
N1 1.709 1.809 1.611  -0.29
C1 1.235 0.929 1.095  0.10
C2 0.633 -0.141 0.246  -0.04
S1 -0.559 0.488 -0.988  -0.10
N2 -0.127 -1.086 1.172  0.91
O1 0.487 -2.063 1.562  -0.52
O2 -1.325 -1.016 1.316  -0.53
H1 1.500 -0.499 -0.292  0.27
H2 -1.366 0.505 -0.023  0.19

SMILES string = N#C[C@H](S)[N+](=O)[O-]
frontier orbital gap = 0.360 hartree
total charge = 0
highest occupied orbital energy = -10.7 eV
energy relative to the best compared isomer or geometry (same formula, charge and spin) = 92.7 kcal/mol


The following is a quantum chemistry calculation of a structure of composition C26H38INSSi4Ti, from the Open Molecules 2025 dataset.

Last column: Mulliken charge in e.
Atoms and positions in Å:
Ti1 -1.136 1.527 1.213  -0.70
I1 0.518 -0.399 -0.357  0.17
C1 1.614 -0.504 1.446  0.87
C2 2.874 -1.022 1.396  -0.69
C3 3.593 -1.164 2.605  -0.81
C4 3.015 -0.834 3.798  -0.94
C5 1.698 -0.315 3.847  0.85
C6 1.042 -0.044 5.080  -0.89
C7 -0.254 0.386 5.123  -1.22
C8 -0.943 0.628 3.912  -0.37
C9 -0.324 0.454 2.694  0.73
C10 0.987 -0.097 2.644  0.24
H1 3.323 -1.340 0.465  0.50
H2 4.594 -1.570 2.574  0.46
H3 3.553 -0.984 4.724  0.47
H4 1.587 -0.220 5.999  0.44
H5 -0.750 0.540 6.071  0.48
H6 -1.972 0.972 3.963  0.44
S1 0.307 4.461 -1.775  -0.15
C11 -0.645 3.539 -0.736  -0.17
N1 -0.045 3.064 0.336  0.29
C12 1.294 3.466 0.381  -0.32
C13 2.211 3.154 1.385  -0.40
C14 3.491 3.646 1.253  -0.83
C15 3.861 4.431 0.149  -0.59
C16 2.960 4.745 -0.845  -0.54
C17 1.664 4.247 -0.714  1.05
H7 -1.687 3.343 -0.947  0.06
H8 1.920 2.562 2.244  0.46
H9 4.225 3.432 2.017  0.46
H10 4.873 4.804 0.082  0.42
H11 3.247 5.357 -1.689  0.44
C18 -4.798 1.222 1.452  -1.27
Si1 -3.476 2.529 1.760  0.77
C19 -3.515 3.087 3.547  -1.31
C20 -3.775 3.976 0.606  -1.15
Si2 -2.490 -0.201 -0.074  0.35
Si3 -3.082 -2.305 0.929  0.42
C21 -2.066 -3.580 0.026  -1.04
C22 -2.675 -2.272 2.743  -0.77
C23 -4.910 -2.506 0.641  -1.03
Si4 -3.004 -0.032 -2.411  0.53
C24 -2.356 1.569 -3.122  -1.00
C25 -2.170 -1.489 -3.226  -0.97
C26 -4.859 -0.087 -2.552  -0.98
H12 -5.797 1.581 1.719  0.63
H13 -4.621 0.315 2.034  0.06
H14 -4.841 0.957 0.386  0.28
H15 -4.242 3.899 3.623  0.42
H16 -2.564 3.465 3.926  0.41
H17 -3.846 2.280 4.203  0.40
H18 -4.681 4.482 0.954  0.43
H19 -3.966 3.651 -0.420  0.28
H20 -2.976 4.718 0.602  0.35
H21 -1.003 -3.339 -0.011  0.31
H22 -2.419 -3.740 -0.991  0.30
H23 -2.167 -4.527 0.563  0.43
H24 -1.642 -1.973 2.928  0.07
H25 -2.814 -3.273 3.158  0.53
H26 -3.333 -1.594 3.291  0.30
H27 -5.185 -2.449 -0.412  0.29
H28 -5.501 -1.777 1.196  0.31
H29 -5.197 -3.501 0.996  0.42
H30 -1.271 1.662 -3.039  0.24
H31 -2.831 2.441 -2.670  0.30
H32 -2.600 1.592 -4.188  0.47
H33 -1.118 -1.594 -2.953  0.31
H34 -2.211 -1.352 -4.311  0.41
H35 -2.671 -2.427 -2.994  0.29
H36 -5.318 0.820 -2.155  0.32
H37 -5.311 -0.945 -2.055  0.26
H38 -5.120 -0.148 -3.613  0.42

frontier orbital gap = 0.269 hartree
total charge = +2
highest occupied orbital energy = -13.9 eV
energy relative to the best compared isomer or geometry (same formula, charge and spin) = 25.9 kcal/mol


The following is a quantum chemistry calculation of a structure of composition C17H13FeN2O3 at a distorted geometry, from the Open Molecules 2025 dataset.

Last column: Löwdin spin population.
Atoms and positions in Å:
C1 1.535 -0.639 1.932  0.20
N1 2.399 -0.018 0.840  0.29
N2 3.481 0.226 0.587  0.48
C2 0.135 -0.259 1.514  0.01
C3 -0.880 -1.202 1.317  0.01
C4 -2.147 -0.825 0.847  0.00
C5 -2.440 0.484 0.511  0.00
C6 -1.436 1.419 0.698  0.00
C7 -0.162 1.070 1.158  0.00
H1 1.667 -1.710 1.801  0.00
H2 -0.651 -2.258 1.508  0.00
H3 -2.952 -1.563 0.780  0.00
H4 -3.446 0.792 0.188  0.00
H5 -1.644 2.470 0.539  0.00
H6 0.621 1.828 1.230  0.00
O1 4.756 -6.078 4.730  0.01
C8 4.243 -5.051 4.515  0.03
Fe1 3.583 -3.554 3.897  1.17
C9 5.053 -3.251 2.948  0.03
O2 5.951 -3.398 2.218  0.01
C10 2.700 -4.189 2.565  0.03
O3 2.349 -4.675 1.561  0.02
C11 1.848 -0.553 3.570  0.15
C12 0.778 -1.365 4.212  0.37
C13 0.947 -2.692 4.459  0.19
C14 2.016 -3.346 5.192  0.13
C15 3.104 -2.612 5.784  0.17
C16 3.817 -1.774 4.915  0.06
C17 3.190 -1.189 3.761  0.50
H7 1.701 0.595 3.564  0.04
H8 -0.173 -0.846 4.192  0.02
H9 0.160 -3.409 4.215  0.01
H10 1.801 -4.325 5.675  0.01
H11 3.442 -2.808 6.795  0.01
H12 4.910 -1.611 5.055  0.02
H13 3.911 -0.793 3.025  0.02

frontier orbital gap (alpha / beta) = 0.211 / 0.199 hartree
total charge = +1
<S²> = 6.06
multiplicity = 5
highest occupied orbital energy (alpha / beta) = -10.5 / -12.4 eV
energy relative to the best compared isomer or geometry (same formula, charge and spin) = 59.7 kcal/mol


The following is a quantum chemistry calculation of a structure of composition C13H27N5O4RuTe, from the Open Molecules 2025 dataset.

Last column: Löwdin spin population.
Atoms and positions in Å:
Ru1 0.257 -0.451 -0.252  3.81
C1 -0.024 -1.925 3.983  0.01
C2 -0.220 -1.217 2.685  0.03
N1 0.755 -0.855 1.924  0.10
O1 2.028 -1.134 2.376  0.01
C3 -1.566 -0.881 2.207  0.03
C4 -2.812 -1.141 2.989  0.01
N2 -1.628 -0.302 1.038  0.15
O2 -2.734 0.127 0.563  0.05
H1 1.028 -2.077 4.193  0.00
H2 -0.526 -2.894 3.937  0.00
H3 -0.481 -1.363 4.798  0.00
H4 2.589 -0.877 1.624  0.00
H5 -2.613 -1.297 4.046  0.00
H6 -3.328 -2.023 2.602  0.00
H7 -3.496 -0.302 2.864  0.00
N3 0.237 -3.585 -1.363  0.10
C5 0.259 -2.491 -0.985  0.11
C6 -2.093 1.796 -2.562  0.03
Te1 -1.971 -0.302 -2.214  0.21
C7 -0.773 -0.663 -3.935  0.02
H8 -2.619 1.976 -3.497  0.01
H9 -1.094 2.220 -2.631  0.00
H10 -2.664 2.242 -1.750  0.00
H11 0.057 0.037 -3.956  0.00
H12 -1.380 -0.583 -4.833  0.00
H13 -0.392 -1.677 -3.831  0.00
N4 -0.436 4.960 0.560  0.00
C8 -1.057 4.051 1.589  0.00
C9 -1.053 2.628 1.054  0.00
N5 0.264 2.164 0.635  0.05
C10 0.927 3.086 -0.275  0.00
C11 0.966 4.522 0.230  0.00
H14 -0.437 5.925 0.892  0.00
H15 -1.004 4.937 -0.291  0.00
H16 -2.067 4.405 1.788  0.00
H17 -0.454 4.153 2.491  0.00
H18 -1.741 2.540 0.209  0.00
H19 -1.452 1.966 1.818  0.00
H20 0.855 1.949 1.433  0.00
H21 0.417 3.050 -1.240  0.00
H22 1.947 2.755 -0.453  0.00
H23 1.368 5.205 -0.517  0.00
H24 1.543 4.616 1.150  0.00
C12 3.814 0.507 -2.093  0.01
C13 2.520 0.381 -1.355  0.02
O3 2.506 0.052 -0.126  0.11
O4 1.420 0.575 -1.944  0.11
H25 4.619 0.784 -1.417  0.00
H26 3.724 1.213 -2.914  0.00
H27 4.048 -0.473 -2.513  0.00

frontier orbital gap (alpha / beta) = 0.251 / 0.239 hartree
total charge = +1
<S²> = 8.76
multiplicity = 6
highest occupied orbital energy (alpha / beta) = -10.2 / -10.6 eV
energy relative to the best compared isomer or geometry (same formula, charge and spin) = 20.0 kcal/mol


The following is a quantum chemistry calculation of an isolated molecule of C20H27N3O5, from the Open Molecules 2025 dataset.

Last column: Mulliken charge in e.
Atoms and positions in Å:
C1 -8.724 -1.948 -1.527  -1.11
C2 -8.638 -0.959 -0.373  -0.25
O1 -7.353 -0.344 -0.307  -0.35
C3 -6.385 -1.031 0.317  0.65
O2 -6.558 -2.110 0.834  -0.64
C4 -5.089 -0.316 0.307  0.11
C5 -4.929 0.929 -0.296  -0.69
C6 -3.703 1.561 -0.287  -0.62
C7 -2.610 0.951 0.328  1.14
N1 -1.348 1.535 0.369  -0.14
C8 -0.913 2.702 -0.177  0.63
O3 -1.585 3.494 -0.794  -0.66
C9 0.571 2.935 0.116  -0.93
N2 1.288 1.682 0.270  0.05
C10 2.555 1.833 0.966  -0.78
C11 3.165 0.447 1.202  -0.80
N3 3.357 -0.224 -0.060  0.12
C12 4.528 -0.490 -0.695  0.53
O4 4.552 -0.968 -1.809  -0.67
C13 5.819 -0.215 0.094  0.12
C14 6.029 -1.314 1.170  -0.58
C15 7.279 -2.060 0.685  -0.56
C16 7.395 -1.600 -0.772  -0.47
O5 6.936 -0.265 -0.761  -0.50
C17 2.113 -0.353 -0.792  -1.13
C18 1.503 1.029 -1.017  -0.59
C19 -2.769 -0.298 0.933  -0.32
C20 -3.995 -0.923 0.923  -1.08
H1 -9.732 -2.348 -1.590  0.38
H2 -8.029 -2.768 -1.363  0.31
H3 -8.476 -1.455 -2.464  0.30
H4 -8.838 -1.468 0.576  0.31
H5 -9.341 -0.133 -0.509  0.31
H6 -5.774 1.400 -0.772  0.44
H7 -3.578 2.524 -0.752  0.52
H8 -0.615 0.998 0.822  0.05
H9 0.623 3.492 1.056  0.41
H10 0.983 3.578 -0.677  0.39
H11 2.372 2.318 1.928  0.50
H12 3.267 2.448 0.391  0.27
H13 4.099 0.534 1.750  0.45
H14 2.466 -0.149 1.801  0.19
H15 5.798 0.799 0.504  0.38
H16 5.164 -1.976 1.208  0.34
H17 6.177 -0.881 2.159  0.34
H18 8.155 -1.738 1.246  0.25
H19 7.182 -3.139 0.769  0.32
H20 6.764 -2.212 -1.428  0.24
H21 8.417 -1.591 -1.151  0.36
H22 2.332 -0.834 -1.746  0.48
H23 1.423 -0.977 -0.215  0.35
H24 0.545 0.932 -1.529  0.45
H25 2.180 1.622 -1.654  0.33
H26 -1.921 -0.770 1.410  0.38
H27 -4.132 -1.888 1.386  0.44

SMILES string = CCOC(=O)c1ccc(NC(=O)CN2CCN(C(=O)[C@H]3CCCO3)CC2)cc1
frontier orbital gap = 0.337 hartree
total charge = 0
highest occupied orbital energy = -8.7 eV
energy relative to the best compared isomer or geometry (same formula, charge and spin) = 50.6 kcal/mol